Here is a structure of composition C22H42N6O5Pm in a non-equilibrium geometry from OMol25. Energies are from ωB97M-V/def2-TZVPD.

## Properties
2S+1 = 5
Relative energy (zero: lowest compared OMol25 entry of this formula, charge and spin) = 13.22 kcal/mol
Kohn-Sham gap (spin up / spin down) = 0.351 / 0.351 Eh
Total charge = +1
Electronic energy = -59228.89866 eV
Expectation value of S² = 6.004
Max |F| = 1.20 eV Å⁻¹

Positions of all 76 atoms, in Å:
Pm1 -0.37011 -0.22792 0.15752
O1 1.44190 1.64855 -0.42080
C1 0.89613 2.72431 -1.20308
C2 -0.36297 3.23575 -0.54955
N1 -1.41297 2.21596 -0.42655
C3 -2.21167 2.38301 0.79591
C4 -1.65887 1.41576 1.84947
O2 -2.41304 0.66060 2.45163
O3 -0.35775 1.27148 1.83763
C5 -2.13807 2.01537 -1.67812
C6 -1.43465 1.04351 -2.62154
O4 -1.64695 1.06054 -3.80865
O5 -0.63281 0.19196 -2.01593
H1 1.59146 1.99294 0.47247
H2 0.73897 2.31230 -2.19936
H3 1.63368 3.52789 -1.28765
H4 -0.75081 4.10209 -1.10601
H5 -0.11960 3.58562 0.45638
H6 -3.25182 2.12025 0.60642
H7 -2.18483 3.40361 1.19361
H8 -2.30712 2.95040 -2.22750
H9 -3.11385 1.57453 -1.45432
N2 -0.95697 -1.95702 2.10785
C7 -0.01073 -2.71487 2.94884
C8 1.05721 -1.79529 3.53922
C9 2.45937 -2.06491 3.00515
C10 2.59438 -1.95630 1.49993
N3 2.13162 -0.64090 0.99760
H10 -1.40968 -1.23508 2.67644
H11 -1.70467 -2.57627 1.80114
H12 0.43778 -3.48864 2.32064
H13 -0.55259 -3.23850 3.74266
H14 1.06675 -1.88763 4.62519
H15 0.77320 -0.75158 3.34931
H16 2.77049 -3.07608 3.28394
H17 3.17502 -1.39386 3.48723
H18 2.00760 -2.73054 1.00060
H19 3.63901 -2.12150 1.21558
H20 2.61347 -0.40602 0.13214
H21 2.40548 0.08218 1.66144
N4 1.00238 -1.99432 -1.50597
C11 0.85086 -3.38698 -1.22348
C12 1.90196 -4.27058 -1.43052
C13 1.77690 -5.59927 -1.05090
C14 0.60653 -6.05787 -0.46538
C15 -0.44156 -5.17072 -0.26031
C16 -0.31887 -3.83801 -0.62763
H22 1.93194 -1.79781 -1.86773
H23 0.35768 -1.63314 -2.21560
H24 2.81361 -3.92032 -1.89634
H25 2.59975 -6.27923 -1.22169
H26 0.51313 -7.09210 -0.16956
H27 -1.36147 -5.51180 0.19532
H28 -1.15226 -3.16495 -0.44273
C17 -6.25423 -2.31951 -2.68367
C18 -5.06999 -3.09392 -2.13264
N5 -3.92830 -2.25060 -1.76147
C19 -2.88890 -2.10476 -2.78585
C20 -3.41427 -1.57520 -4.10591
C21 -3.84238 -1.68919 -0.55125
C22 -5.02409 -1.87015 0.37308
N6 -2.80162 -1.00542 -0.12064
H29 -7.09845 -2.99077 -2.83505
H30 -6.02270 -1.85169 -3.63634
H31 -6.57444 -1.53520 -1.99971
H32 -4.69061 -3.80346 -2.87051
H33 -5.36453 -3.69624 -1.27223
H34 -2.42679 -3.08663 -2.92596
H35 -2.13382 -1.42931 -2.39654
H36 -4.07597 -2.28477 -4.60046
H37 -2.57482 -1.38678 -4.77206
H38 -3.93768 -0.63090 -3.98056
H39 -5.05100 -2.89548 0.74455
H40 -5.97229 -1.67465 -0.12050
H41 -4.92909 -1.20378 1.22752
H42 -3.09481 -0.60950 0.77459

Here is a structure of composition C3H5NO2 in a non-equilibrium geometry from OMol25. Energies are from ωB97M-V/def2-TZVPD.

## Properties
Relative energy (zero: lowest compared OMol25 entry of this formula, charge and spin) = 123.66 kcal/mol
Kohn-Sham gap (spin up / spin down) = 0.285 / 0.285 Eh
Total charge = 0
Electronic energy = -8772.33250 eV
Max |F| = 2.37 eV Å⁻¹

Positions of all 11 atoms, in Å:
C1 0.82247 -0.11346 0.16020
N1 -1.74387 0.28639 0.33198
C2 0.23002 -0.83846 -0.89462
C3 -0.57254 0.33773 -0.47595
O1 1.97912 0.61604 0.22572
O2 0.49741 -1.13900 0.97845
H1 2.52245 0.25868 0.94166
H2 -2.00829 1.21493 0.64084
H3 -1.55119 -0.29906 1.14412
H4 0.45390 -1.41235 -1.78674
H5 -0.62950 1.08856 -1.26566

Here is an isolated molecule of C7H11NSi in a non-equilibrium geometry from OMol25. Energies are from ωB97M-V/def2-TZVPD.

## Properties
Relative energy (zero: lowest compared OMol25 entry of this formula, charge and spin) = 34.09 kcal/mol
SMILES = Cc1ccccc1[SiH2]N
Kohn-Sham gap = 0.360 Eh
Total charge = 0
Electronic energy = -16803.49616 eV
Max |F| = 4.66 eV Å⁻¹

Positions of all 20 atoms, in Å:
C1 0.86129 -1.97640 1.00036
C2 -0.18939 -0.91065 0.84226
C3 -1.35535 -1.01340 1.53515
C4 -2.36339 -0.00121 1.44626
C5 -2.12792 1.04353 0.63066
C6 -0.92475 1.23514 -0.01348
C7 0.07046 0.25487 0.17005
Si1 1.84335 0.87250 -1.17636
N1 1.32565 1.07516 -2.81963
H1 1.71398 -1.76166 0.42069
H2 1.14953 -2.11046 1.93794
H3 0.56668 -2.97305 0.76705
H4 -1.55612 -1.87140 2.05668
H5 -3.29943 -0.02162 2.08546
H6 -3.02088 1.71187 0.31389
H7 -0.54956 1.97944 -0.64843
H8 3.09321 0.10611 -1.40363
H9 2.33159 2.22156 -0.48805
H10 1.37421 0.21933 -3.40463
H11 1.05685 1.92035 -3.25224

Here is a cluster of 2 separate species, C3H5N4O4 in total in a non-equilibrium geometry from OMol25. Energies are from ωB97M-V/def2-TZVPD.

## Properties
Relative energy (zero: lowest compared OMol25 entry of this formula, charge and spin) = 49.00 kcal/mol
Kohn-Sham gap = 0.342 Eh
Total charge = +1
Electronic energy = -17329.99714 eV
Max |F| = 5.07 eV Å⁻¹

Positions of all 16 atoms, in Å:
C1 -0.38216 2.89632 0.24220
C2 0.90382 -1.86433 1.79777
C3 -0.35066 -0.58531 -1.31193
N1 1.16496 -2.75829 1.09454
N2 -0.60605 1.64409 -0.19849
N3 -0.55268 -0.00103 -2.49188
N4 -0.45028 0.43536 -0.07467
O1 0.75872 3.06837 0.56383
O2 -0.13848 -1.68447 -0.92268
O3 0.89784 -1.21366 2.82168
O4 -0.10837 -0.17118 0.97446
H1 -1.13901 3.71390 0.24900
H2 1.10885 -3.14786 0.21151
H3 -0.97118 0.89188 -2.63869
H4 -0.35401 -0.64188 -3.34529
H5 0.21868 -0.58190 3.02864

Here is a cluster of 2 separate species, C3H7NO in total in a non-equilibrium geometry from OMol25. Energies are from ωB97M-V/def2-TZVPD.

## Properties
Relative energy (zero: lowest compared OMol25 entry of this formula, charge and spin) = 67.05 kcal/mol
Kohn-Sham gap = 0.342 Eh
Total charge = 0
Electronic energy = -6759.84275 eV
Max |F| = 3.18 eV Å⁻¹

Positions of all 12 atoms, in Å:
C1 0.62964 -0.24544 -1.30543
N1 0.07888 -0.45968 0.06387
C2 1.05421 0.59092 1.45405
O1 1.83846 1.33579 1.03587
C3 -1.25227 0.09625 0.72378
H1 0.88860 0.80986 -1.44437
H2 -0.07734 -0.57034 -2.06754
H3 1.58215 -0.80132 -1.49027
H4 0.12871 -1.44577 0.28956
H5 -1.99812 0.24887 -0.04386
H6 -1.19890 1.05043 1.30899
H7 -1.67402 -0.60957 1.47536

Here is a structure of composition C23H37GeN2RuS2SeSi in a non-equilibrium geometry from OMol25. Energies are from ωB97M-V/def2-TZVPD.

## Properties
2S+1 = 2
Relative energy (zero: lowest compared OMol25 entry of this formula, charge and spin) = 9.30 kcal/mol
Kohn-Sham gap (spin up / spin down) = 0.150 / 0.140 Eh
Total charge = -2
Electronic energy = -181424.67914 eV
Expectation value of S² = 0.756
Max |F| = 1.03 eV Å⁻¹

Positions of all 68 atoms, in Å:
Ru1 -0.04925 -0.62828 0.64297
C1 1.13311 1.54679 2.30098
N1 1.24198 1.42369 0.84343
C2 0.43703 2.45297 0.17686
C3 0.17112 2.10402 -1.27524
N2 -0.86306 1.08355 -1.37768
C4 -0.81899 0.35873 -2.63726
C5 -2.17945 1.62490 -1.09522
C6 -2.72322 2.55426 -1.97545
C7 -3.98214 3.10805 -1.79047
C8 -4.70774 2.69816 -0.67006
C9 -4.17635 1.78134 0.21209
C10 -2.89353 1.20262 0.05284
S1 -2.28231 0.05541 1.18761
C11 2.62124 1.51220 0.39452
C12 3.37841 2.59546 0.85327
C13 4.69383 2.79730 0.47404
C14 5.29451 1.90002 -0.40048
C15 4.56146 0.82393 -0.86227
C16 3.22581 0.60109 -0.48939
S2 2.44773 -0.75181 -1.32567
H1 1.41863 2.54843 2.66687
H2 1.75990 0.78931 2.76928
H3 0.09965 1.33999 2.56447
H4 0.93837 3.43513 0.22821
H5 -0.51146 2.52159 0.71496
H6 1.08172 1.71972 -1.74129
H7 -0.11028 3.02811 -1.80992
H8 -0.98507 1.00569 -3.51847
H9 -1.59232 -0.40965 -2.62423
H10 0.15335 -0.12478 -2.73027
H11 -2.13637 2.84991 -2.84058
H12 -4.38376 3.83093 -2.49071
H13 -5.69758 3.10388 -0.48439
H14 -4.74579 1.47510 1.08315
H15 2.90659 3.30229 1.52284
H16 5.24277 3.64714 0.86435
H17 6.32610 2.02289 -0.70900
H18 5.01857 0.10215 -1.52726
C17 -3.18718 -1.78094 4.39653
Si1 -1.33370 -1.38958 4.41745
C18 -0.67770 -2.18391 6.01347
C19 -1.20186 0.47463 4.69226
Se1 -0.24356 -2.18314 2.67702
H19 -3.66651 -1.55114 5.35508
H20 -3.34237 -2.83931 4.17370
H21 -3.66910 -1.20192 3.60647
H22 -1.28913 -1.90876 6.87932
H23 0.35279 -1.87203 6.19546
H24 -0.67859 -3.27246 5.91910
H25 -1.73266 0.79857 5.59414
H26 -1.61807 0.99158 3.82602
H27 -0.15248 0.76387 4.78593
C20 4.15671 -1.34570 2.16871
Ge1 3.11991 -2.58348 1.03427
C21 4.45044 -3.40043 -0.20002
C22 2.65001 -4.07168 2.22979
C23 1.67668 -1.73914 0.03311
H28 4.88497 -1.92505 2.74331
H29 3.48594 -0.84264 2.86690
H30 4.68715 -0.58828 1.59295
H31 5.30505 -3.79477 0.35794
H32 4.80867 -2.66667 -0.92305
H33 3.99128 -4.22503 -0.75015
H34 3.56713 -4.60594 2.49875
H35 1.95950 -4.76592 1.74879
H36 2.15136 -3.69802 3.12078
H37 1.20346 -2.52711 -0.58104